Entry from the OMol25 dataset: a molecular structure, C31H47GdNO3P2S (ωB97M-V with the def2-TZVPD basis set).

Atoms and positions in Å:
Gd 0.0164 -0.1734 0.5947
C -0.4476 -2.4928 2.2991
C 0.8894 -2.5107 1.7676
C 0.9211 -1.3704 3.7750
C -0.4133 -1.7837 3.5365
C 1.7131 -1.7371 2.6518
C -1.6424 -3.1840 1.7557
H -1.5071 -3.4891 0.7090
H -2.5329 -2.5385 1.7948
H -1.8784 -4.0933 2.3352
C -1.5554 -1.5562 4.4477
H -2.5128 -1.5712 3.9136
H -1.4775 -0.5833 4.9521
H -1.5914 -2.3272 5.2317
C 1.4039 -0.7703 5.0323
H 1.2529 -1.4619 5.8763
H 0.8811 0.1661 5.2639
H 2.4712 -0.5397 4.9688
C 3.1534 -1.4170 2.4815
H 3.7795 -2.0232 3.1553
H 3.3562 -0.3604 2.7143
H 3.4935 -1.5872 1.4522
C 1.3889 -3.3238 0.6272
H 1.8457 -4.2663 0.9713
H 2.1679 -2.7969 0.0581
H 0.5916 -3.5960 -0.0714
C -1.4631 0.7148 -4.4960
C -1.4952 -0.6304 -4.4457
C -0.8144 -1.5554 -5.4153
C 0.6971 -1.2757 -5.5949
C 1.3827 -0.6342 -4.4204
C 1.6101 0.6904 -4.3273
C 0.8858 1.7643 -5.0910
C -0.6145 1.5019 -5.4463
H -1.3290 -1.5175 -6.3960
H 0.8177 -0.6779 -6.5083
H -0.9543 -2.5915 -5.0534
H -0.6403 1.0615 -6.4556
H -2.1866 1.3107 -3.9294
H -2.2103 -1.1887 -3.8404
H -1.0893 2.4947 -5.5248
H 0.9497 2.7151 -4.5314
H 2.5004 1.0544 -3.7985
H 1.4049 1.9644 -6.0513
H 1.1870 -2.2474 -5.7856
H 1.8697 -1.3356 -3.7285
P -1.2673 -0.7283 -1.5948
P 2.3654 0.9192 -0.2937
C -0.2887 0.8855 -1.9282
C 0.9451 1.6513 -1.3122
H -1.0552 1.6521 -2.1457
H 0.0406 0.5319 -2.9100
H 1.5243 2.0177 -2.1776
H 0.5883 2.5378 -0.7539
C 3.1234 2.4313 0.3759
H 3.8293 2.1317 1.1626
H 2.3769 3.0990 0.8322
H 3.6738 2.9582 -0.4159
C 3.5744 0.2114 -1.4533
H 3.9889 0.9853 -2.1128
H 3.1115 -0.5876 -2.0523
H 4.3877 -0.2254 -0.8492
C -3.0442 -0.4169 -1.7603
H -3.5366 -1.1744 -1.1284
H -3.4594 -0.4975 -2.7752
H -3.2973 0.5733 -1.3550
C -0.4697 -2.2123 -2.2539
H 0.4713 -2.4492 -1.7324
H -0.2026 -2.1341 -3.3106
H -1.1585 -3.0639 -2.1187
O 0.5909 3.8763 2.2546
S 0.2547 2.7464 3.0854
O 1.2504 2.2054 3.9789
N -0.3218 1.5126 2.0983
C -1.6240 1.1866 2.2839
O -2.0854 0.1887 1.6094
C -2.2493 2.0028 3.3167
C -3.5343 1.8947 3.8780
C -3.8471 2.6992 4.9691
C -2.9049 3.5779 5.5192
C -1.6071 3.6545 4.9877
C -1.3164 2.8703 3.8750
H -4.2485 1.1756 3.4818
H -4.8355 2.6258 5.4356
H -3.1743 4.1713 6.3914
H -0.8441 4.2854 5.4443

Atoms 1-3, force components in eV/Å:
Gd 0.6 -2.8 3.5
C -0.1 1.0 1.0
C 0.2 1.4 -0.1

Calculated values
HOMO-LUMO gap (alpha / beta): 0.24039 / 0.20187 Eh
Charge: +1
Spin multiplicity: 8
⟨S²⟩: 16.111

Entry from the OMol25 dataset: 3 unconnected molecules or ions with the total composition C17H50BN7O2P2 (ωB97M-V with the def2-TZVPD basis set).

Atoms and positions in Å:
C -2.3982 -0.2569 0.5425
N -1.2964 -0.0003 1.4571
C -1.1903 -1.0792 2.4372
P -0.8840 1.5110 2.0751
O 0.4139 1.3921 2.7648
N -0.6262 2.5967 0.7719
C -0.7334 2.1906 -0.6196
C 0.5535 3.4367 0.9735
N -2.3605 2.1303 2.6155
C -2.6757 3.5463 2.3771
C -2.5617 1.8284 4.0485
H -3.3793 -0.1630 1.0278
H -2.3034 -1.2771 0.1675
H -2.3848 0.3820 -0.3296
H -2.0691 -1.1379 3.0939
H -0.3049 -0.9398 3.0532
H -1.0972 -2.0365 1.9201
H -0.1351 1.3073 -0.8691
H -0.4045 3.0163 -1.2542
H -1.7675 2.0071 -0.9056
H 1.4859 2.9299 0.7001
H 0.6427 3.7476 2.0119
H 0.4520 4.3359 0.3600
H -1.9054 4.2341 2.7390
H -3.6066 3.7667 2.9027
H -2.8408 3.7283 1.3204
H -1.8884 2.4062 4.6906
H -2.3842 0.7702 4.2426
H -3.5899 2.0507 4.3338
C 0.7024 -0.5067 -6.2997
N 0.1578 -0.5952 -4.9546
C 0.9163 -1.5614 -4.1605
P -1.4851 -0.5421 -4.6034
O -1.6437 -0.4537 -3.1413
N -2.1300 0.9228 -5.2292
C -1.3085 1.9271 -5.8896
C -3.0560 1.5626 -4.2955
N -2.1592 -1.6144 -5.7153
C -3.4214 -1.2585 -6.3814
C -2.2892 -2.9644 -5.1260
H 0.5237 -1.4138 -6.8916
H 1.7818 -0.3631 -6.2206
H 0.3171 0.3374 -6.8497
H 0.8270 -2.5843 -4.5495
H 0.5744 -1.5485 -3.1275
H 1.9736 -1.2912 -4.1686
H -0.4318 2.2283 -5.3040
H -1.9206 2.8129 -6.0673
H -0.9863 1.5983 -6.8737
H -2.5416 2.1459 -3.5229
H -3.6769 0.8256 -3.7909
H -3.7149 2.2308 -4.8557
H -4.2240 -0.9935 -5.6866
H -3.7416 -2.1263 -6.9600
H -3.2699 -0.4367 -7.0733
H -3.0659 -3.0048 -4.3553
H -1.3475 -3.2726 -4.6702
H -2.5336 -3.6863 -5.9047
B 6.2390 -1.3353 6.4080
C 4.9298 -0.5822 6.0347
C 4.6627 -0.6110 4.5043
C 3.1794 -0.5606 4.1198
C 2.2659 -1.5837 4.8185
C 2.8595 -2.9825 5.0289
N 3.3626 -3.6374 3.8273
H 6.3662 -1.9791 7.4057
H 7.1834 -1.2391 5.6790
H 5.1377 0.4607 6.3228
H 4.0732 -0.9375 6.6087
H 5.1697 -1.4541 4.0268
H 5.1370 0.2813 4.0841
H 2.8028 0.4421 4.3423
H 3.0882 -0.6743 3.0361
H 1.3857 -1.7276 4.1819
H 1.8924 -1.1783 5.7639
H 2.0545 -3.6166 5.4193
H 3.6318 -2.9911 5.8018
H 4.2775 -3.3174 3.5507
H 2.7139 -3.5744 3.0554

Atoms 1-3, force components in eV/Å:
C -0.4 0.1 0.1
N 0.1 -0.2 0.3
C 0.3 -0.1 0.1

Calculated values
HOMO-LUMO gap: 0.33723 Eh
SMILES: CN(C)P(=O)(N(C)C)N(C)C.CN(C)P(=O)(N(C)C)N(C)C.BCCCCCN

Entry from the OMol25 dataset: a molecular structure, C13H7BrCl3N10OPt (ωB97M-V with the def2-TZVPD basis set).

Atoms and positions in Å:
Pt 0.0309 -0.8093 -1.1798
N -2.5020 -2.5669 -2.7764
C -2.6047 -1.1994 -2.8681
N -3.5946 -0.5936 -3.5037
N -3.3240 0.7172 -3.3685
N -2.2351 0.8903 -2.7083
N -1.7409 -0.3219 -2.3642
C -1.4783 -3.2818 -2.2072
N -1.4213 -4.5999 -2.2457
N -0.2817 -4.9052 -1.5897
N 0.3216 -3.8477 -1.1933
N -0.4232 -2.7727 -1.5670
H -3.2370 -3.1037 -3.2019
Cl 2.2238 -0.1808 5.8779
C 1.3633 -0.2290 4.3598
C 1.9214 -0.8680 3.2729
C 1.2308 -0.8955 2.0722
Cl 1.9870 -1.7521 0.7477
C -0.0390 -0.3044 1.8835
O -0.7285 -0.2874 0.7953
C -0.5450 0.3371 3.0478
Cl -2.0879 1.1195 2.9185
C 0.1218 0.3788 4.2526
H 2.8852 -1.3512 3.3482
H -0.3229 0.8854 5.0972
Br -0.7853 4.9264 -0.8033
C 0.4430 3.4989 -0.7228
C 1.7559 3.7209 -0.3546
C 2.6104 2.6317 -0.3115
C 2.1193 1.3805 -0.6293
N 0.8458 1.1805 -0.9819
C 0.0082 2.2208 -1.0306
H 2.0980 4.7162 -0.1063
H 3.6465 2.7438 -0.0253
H 2.7478 0.5020 -0.5914
H -1.0091 2.0207 -1.3428

Atoms 1-3, force components in eV/Å:
Pt 0.1 0.0 0.0
N 0.0 0.0 0.1
C 0.0 0.0 -0.1

Calculated values
HOMO-LUMO gap (alpha / beta): 0.26465 / 0.25940 Eh
Charge: -1
Spin multiplicity: 3
⟨S²⟩: 2.005

Entry from the OMol25 dataset: 2 unconnected molecules or ions with the total composition Br2ClHNP (ωB97M-V with the def2-TZVPD basis set).

Atoms and positions in Å:
N 0.2826 -0.4878 0.7735
P -0.4054 0.1361 -0.5289
Cl -0.6553 -1.2574 -1.9189
Br 3.5475 0.9163 -0.0324
Br -2.6033 0.7202 0.1876
H -0.1662 -0.0274 1.5191

Atoms 1-3, force components in eV/Å:
N 0.4 -0.7 -2.1
P -0.9 0.7 1.3
Cl 0.0 -0.5 -0.4

Calculated values
HOMO-LUMO gap (alpha / beta): 0.28177 / 0.22206 Eh

Entry from the OMol25 dataset: a molecular structure, C3HCaO (ωB97M-V with the def2-TZVPD basis set).

Atoms and positions in Å:
O 0.3773 -0.2794 -0.0176
C -0.7856 -0.0385 -0.2381
C -1.9894 0.3224 0.3276
C -2.5980 -0.7183 -0.0597
H -3.2884 -1.5404 -0.2060
Ca 2.4294 0.2265 -0.0894

Atoms 1-3, force components in eV/Å:
O 1.5 -0.4 0.7
C -0.6 2.2 -0.6
C 0.5 -2.7 -1.5

Calculated values
HOMO-LUMO gap (alpha / beta): 0.22690 / 0.35972 Eh
Charge: +2
Spin multiplicity: 2
⟨S²⟩: 0.768

Entry from the OMol25 dataset: C5H6BrNO2S in the gas phase (ωB97M-V with the def2-TZVPD basis set).

Atoms and positions in Å:
C 0.8473 0.8443 0.4230
C 0.2959 -0.0839 -0.6914
C -1.0690 -0.4034 -0.4051
N -1.5289 -1.5622 -0.4938
C -2.9264 -1.6907 -0.1823
C -3.5584 -0.5297 -0.0278
Br -5.2992 -0.1229 0.1451
S -2.4009 0.8729 -0.1577
O -2.4024 1.6965 0.9914
O -2.4980 1.5500 -1.4352
H 0.2114 1.8182 0.6554
H 1.8130 1.0162 0.3734
H 0.8226 0.1787 1.4199
H 1.0076 -0.8702 -0.8600
H 0.4927 0.5720 -1.5412
H -3.2046 -2.6574 -0.1417

Atoms 1-3, force components in eV/Å:
C -5.7 -1.6 4.1
C 2.6 3.3 0.2
C -0.7 -0.1 -0.5

Calculated values
HOMO-LUMO gap: 0.33283 Eh
SMILES: CCC1=NC=C(Br)S1(=O)=O